1.
The following is a quantum chemistry calculation of a structure of composition C32H51B2BaF4N5O5Si2, from the Open Molecules 2025 dataset.

Each line ends with the Löwdin charge.
CARTESIAN COORDINATES (ANGSTROEM)
Ba  0.061  0.762  0.790  1.950
C  -4.525  -1.205  -0.643  -0.002
C  -3.380  -0.390  -0.135  -0.255
N  -2.177  -0.443  -0.575  0.025
O  -1.959  -1.542  -1.481  -0.177
B  -1.608  -3.049  -0.533  -1.037
F  -2.689  -3.084  0.288  0.221
F  -1.597  -3.955  -1.537  0.214
O  -0.354  -2.881  0.082  0.035
N  -0.392  -1.980  1.166  0.002
C  -0.590  -2.532  2.301  -0.249
C  -0.696  -4.005  2.531  0.012
C  -0.825  -1.623  3.467  -0.252
N  -0.953  -0.385  3.177  -0.014
O  -1.361  0.419  4.180  0.053
B  -1.735  1.771  3.669  -1.104
F  -2.103  2.534  4.735  0.193
F  -0.623  2.305  2.966  0.015
O  -2.919  1.692  2.744  0.047
N  -2.650  1.063  1.585  -0.014
C  -3.666  0.528  1.018  -0.242
C  -5.042  0.596  1.607  -0.004
C  -1.064  -2.186  4.833  -0.001
H  -4.223  -1.889  -1.425  0.086
H  -5.284  -0.523  -1.031  0.099
H  -4.973  -1.772  0.172  0.105
H  -0.426  -4.561  1.640  0.092
H  -1.716  -4.264  2.819  0.106
H  -0.036  -4.290  3.350  0.081
H  -5.174  1.554  2.102  0.090
H  -5.161  -0.179  2.368  0.105
H  -5.819  0.466  0.858  0.074
H  -0.316  -2.939  5.079  0.074
H  -2.049  -2.657  4.892  0.098
H  -1.026  -1.386  5.566  0.086
C  2.014  4.702  -1.632  -0.175
Si  1.542  4.018  0.061  0.326
C  -0.352  3.992  0.063  -0.199
C  2.055  5.245  1.386  -0.164
N  2.069  2.421  0.366  -0.258
C  3.368  2.081  0.618  -0.342
C  4.495  2.898  0.382  -0.049
C  5.788  2.499  0.679  -0.108
C  6.041  1.250  1.221  -0.112
C  4.966  0.399  1.456  -0.029
C  3.686  0.815  1.162  -0.199
O  2.583  -0.048  1.357  -0.186
C  2.706  -1.051  2.302  -0.321
C  2.817  -2.363  1.872  -0.010
C  2.844  -3.383  2.814  -0.079
C  2.760  -3.086  4.168  -0.096
C  2.653  -1.763  4.583  -0.069
C  2.627  -0.738  3.650  0.007
H  1.468  5.627  -1.842  0.026
H  1.768  3.980  -2.416  0.018
H  3.080  4.924  -1.714  0.018
H  -0.709  5.012  -0.104  0.041
H  -0.786  3.674  1.015  0.005
H  -0.767  3.392  -0.752  -0.013
H  1.675  6.247  1.170  0.029
H  3.139  5.312  1.488  0.020
H  1.650  4.931  2.351  0.032
H  4.332  3.878  -0.048  0.081
H  6.609  3.179  0.481  0.098
H  7.048  0.934  1.456  0.093
H  5.130  -0.587  1.874  0.115
H  2.870  -2.570  0.811  0.129
H  2.931  -4.411  2.486  0.109
H  2.787  -3.882  4.901  0.104
H  2.587  -1.528  5.637  0.111
H  2.540  0.300  3.950  0.139
C  -2.199  -2.373  -4.164  -0.115
Si  -1.315  -1.146  -3.082  0.705
C  0.570  -1.404  -3.063  -0.563
C  1.174  -0.831  -4.359  -0.086
C  0.895  -2.910  -3.049  -0.070
C  1.280  -0.749  -1.874  -0.112
C  -1.919  0.586  -3.574  -0.576
C  -3.413  0.787  -3.268  -0.076
C  -1.135  1.719  -2.907  -0.088
C  -1.772  0.709  -5.105  -0.083
H  -1.801  -2.340  -5.180  0.048
H  -3.261  -2.127  -4.218  0.043
H  -2.104  -3.391  -3.792  0.039
H  0.709  -1.244  -5.258  0.083
H  2.235  -1.097  -4.394  0.091
H  1.112  0.256  -4.407  0.070
H  0.393  -3.450  -3.853  0.084
H  0.631  -3.381  -2.106  0.068
H  1.973  -3.030  -3.192  0.093
H  1.143  0.337  -1.845  0.043
H  2.359  -0.913  -1.954  0.107
H  0.965  -1.208  -0.934  0.022
H  -3.589  1.009  -2.218  0.066
H  -4.023  -0.076  -3.546  0.077
H  -3.778  1.642  -3.844  0.093
H  -1.256  1.691  -1.822  0.028
H  -1.521  2.687  -3.242  0.101
H  -0.070  1.696  -3.137  0.074
H  -2.426  0.009  -5.626  0.080
H  -0.756  0.551  -5.461  0.062
H  -2.067  1.719  -5.404  0.092

Calculated values
Relative energy (zero: lowest compared OMol25 entry of this formula, charge and spin) ... 0.0000 eV
HOMO energy ... -6.57 eV

2.
The following is a quantum chemistry calculation of a cluster of 7 separate species, C23H51N5O7 in total, from the Open Molecules 2025 dataset.

Each line ends with the Löwdin charge.
CARTESIAN COORDINATES (ANGSTROEM)
C  -1.941  -0.793  5.625  -0.036
N  -2.914  -0.719  4.472  -0.164
C  -3.341  -1.907  3.779  -0.056
C  -3.201  0.538  4.072  -0.352
O  -3.932  0.829  3.153  0.004
H  -0.890  -0.999  5.390  0.061
H  -2.238  -1.652  6.191  0.068
H  -1.947  0.127  6.250  0.093
H  -3.584  -1.628  2.763  0.081
H  -2.440  -2.560  3.678  0.088
H  -4.182  -2.452  4.231  0.093
H  -2.695  1.366  4.630  0.141
C  -0.112  5.292  -3.361  -0.039
N  -0.298  4.657  -2.073  -0.187
C  0.296  3.354  -1.966  -0.049
C  -0.697  5.376  -0.998  -0.346
O  -0.872  4.958  0.120  0.013
H  -0.162  6.342  -3.224  0.072
H  -0.774  4.853  -4.137  0.108
H  0.907  4.958  -3.576  0.080
H  0.313  3.033  -0.971  0.044
H  -0.072  2.502  -2.490  0.080
H  1.358  3.514  -2.300  0.109
H  -0.832  6.408  -1.231  0.121
C  6.386  -4.082  -0.253  -0.097
N  5.476  -3.749  -1.291  -0.196
C  4.573  -4.839  -1.671  -0.039
C  5.425  -2.505  -1.836  -0.339
O  4.600  -2.150  -2.656  0.006
H  6.998  -4.956  -0.524  0.091
H  5.936  -4.239  0.754  0.101
H  7.139  -3.292  -0.140  0.083
H  4.035  -4.596  -2.626  0.104
H  5.006  -5.774  -1.590  0.054
H  3.672  -4.922  -1.039  0.090
H  6.206  -1.798  -1.470  0.138
C  0.789  3.273  2.573  -0.009
N  1.073  2.402  3.787  -0.166
C  1.381  3.066  5.088  -0.021
C  0.882  1.074  3.702  -0.373
O  1.103  0.220  4.539  -0.006
H  0.044  3.997  2.866  0.080
H  0.395  2.577  1.756  0.094
H  1.690  3.719  2.221  0.070
H  0.491  3.534  5.342  0.053
H  1.794  2.338  5.827  0.099
H  2.152  3.857  4.863  0.098
H  0.334  0.843  2.800  0.096
C  -3.164  2.094  0.560  -0.043
N  -3.136  1.637  -0.820  -0.165
C  -3.170  0.235  -1.145  -0.053
C  -3.104  2.486  -1.909  -0.315
O  -2.906  2.274  -3.129  -0.049
H  -4.140  1.864  1.052  0.090
H  -2.963  3.147  0.613  0.071
H  -2.422  1.549  1.116  0.055
H  -2.654  -0.047  -2.072  0.082
H  -2.726  -0.396  -0.384  0.075
H  -4.179  -0.011  -1.381  0.083
H  -3.181  3.574  -1.599  0.135
C  1.400  -0.782  0.529  -0.152
C  0.880  -2.053  1.190  -0.169
C  -0.362  -1.575  1.899  -0.165
O  -0.808  -0.326  1.215  -0.201
C  0.090  -0.167  0.091  -0.201
H  2.109  -1.080  -0.286  0.129
H  1.931  -0.123  1.204  0.104
H  1.675  -2.360  1.834  0.104
H  0.625  -2.818  0.417  0.128
H  -0.076  -1.432  2.968  0.108
H  -1.233  -2.227  1.815  0.102
H  0.035  0.881  -0.140  0.092
H  -0.378  -0.669  -0.771  0.115
C  -0.973  -2.216  -5.744  -0.168
C  -0.870  -3.603  -5.138  -0.178
C  -1.144  -3.238  -3.704  -0.208
O  -0.509  -1.962  -3.496  -0.166
C  -0.468  -1.257  -4.676  -0.242
H  -2.035  -2.051  -6.060  0.130
H  -0.330  -2.143  -6.603  0.100
H  0.081  -4.141  -5.218  0.119
H  -1.680  -4.233  -5.484  0.107
H  -0.684  -3.959  -2.942  0.136
H  -2.228  -3.081  -3.444  0.129
H  0.504  -0.808  -4.896  0.117
H  -1.139  -0.377  -4.513  0.123

Calculated values
Structure (SMILES) ... CN(C)C=O.CN(C)C=O.CN(C)C=O.CN(C)C=O.CN(C)C=O.C1CCOC1.C1CCOC1
Relative energy (zero: lowest compared OMol25 entry of this formula, charge and spin) ... 2.0256 eV
HOMO energy ... -8.59 eV

3.
The following is a quantum chemistry calculation of a structure of composition C41H36F10GeN3O3V, from the Open Molecules 2025 dataset.

Each line ends with the natural charge from an NBO analysis.
CARTESIAN COORDINATES (ANGSTROEM)
V  -0.643  -0.346  -0.356  1.206
C  -0.934  0.264  3.127  -0.405
N  0.018  -0.422  2.271  -0.423
C  1.363  -0.017  2.646  -0.203
C  2.490  -0.624  1.806  -0.230
N  2.206  -0.508  0.401  -0.632
C  3.095  -0.932  -0.452  0.114
C  2.795  -0.843  -1.853  0.244
F  1.686  -0.126  -2.192  -0.298
C  3.534  -1.424  -2.848  0.278
F  3.106  -1.371  -4.129  -0.316
C  4.738  -2.070  -2.551  0.160
F  5.476  -2.680  -3.520  -0.326
C  5.168  -2.058  -1.230  0.269
F  6.378  -2.596  -0.918  -0.328
C  4.401  -1.507  -0.228  0.225
F  4.969  -1.521  1.024  -0.351
C  -0.170  -1.858  2.336  -0.230
C  -1.480  -2.270  1.660  -0.210
N  -1.507  -1.966  0.250  -0.729
C  -1.323  -2.959  -0.620  0.073
C  -1.992  -2.890  -1.882  0.302
F  -2.885  -1.880  -2.038  -0.294
C  -1.856  -3.824  -2.875  0.269
F  -2.529  -3.692  -4.046  -0.317
C  -1.071  -4.969  -2.672  0.196
F  -0.933  -5.913  -3.646  -0.322
C  -0.456  -5.127  -1.436  0.258
F  0.291  -6.235  -1.197  -0.318
C  -0.590  -4.179  -0.446  0.277
F  0.068  -4.437  0.727  -0.338
H  -0.875  -0.105  4.171  0.143
H  -0.728  1.331  3.124  0.206
H  -1.941  0.131  2.742  0.222
H  1.409  1.070  2.526  0.196
H  1.564  -0.258  3.714  0.145
H  3.413  -0.086  2.083  0.176
H  2.652  -1.678  2.095  0.159
H  0.645  -2.342  1.798  0.220
H  -0.156  -2.222  3.389  0.146
H  -1.650  -3.341  1.848  0.183
H  -2.318  -1.728  2.115  0.184
O  -1.961  1.524  -2.810  -0.701
C  -1.405  0.462  -3.087  0.788
O  -0.860  -0.339  -2.285  -0.824
C  -1.350  0.008  -4.571  -0.499
C  0.092  -0.227  -4.990  -0.803
Ge  1.243  1.409  -5.045  1.565
C  1.229  2.746  -3.574  -0.449
C  0.103  3.558  -3.483  -0.108
C  0.046  4.597  -2.576  -0.238
C  1.128  4.862  -1.751  -0.209
C  2.242  4.041  -1.809  -0.216
C  2.280  2.985  -2.701  -0.202
C  3.052  0.916  -5.746  -0.300
C  3.077  0.152  -6.910  -0.229
C  4.261  -0.300  -7.455  -0.209
C  5.468  0.011  -6.846  -0.231
C  5.466  0.794  -5.703  -0.204
C  4.272  1.243  -5.166  -0.243
C  0.558  2.543  -6.545  -0.417
C  1.150  3.786  -6.770  -0.140
C  0.706  4.627  -7.769  -0.246
C  -0.359  4.243  -8.575  -0.230
C  -0.953  3.005  -8.376  -0.225
C  -0.490  2.167  -7.380  -0.213
H  -1.842  0.761  -5.191  0.195
H  -1.903  -0.934  -4.660  0.217
H  0.140  -0.687  -5.983  0.208
H  0.534  -0.924  -4.287  0.264
H  -0.749  3.359  -4.116  0.224
H  -0.844  5.210  -2.512  0.204
H  1.098  5.692  -1.055  0.198
H  3.085  4.225  -1.155  0.201
H  3.146  2.337  -2.702  0.208
H  2.138  -0.124  -7.373  0.204
H  4.254  -0.908  -8.352  0.197
H  6.399  -0.368  -7.247  0.198
H  6.403  1.039  -5.219  0.201
H  4.298  1.841  -4.267  0.209
H  1.973  4.091  -6.135  0.203
H  1.177  5.591  -7.922  0.197
H  -0.725  4.905  -9.348  0.195
H  -1.787  2.701  -8.997  0.198
H  -0.958  1.202  -7.236  0.211
C  -3.336  2.457  -0.201  -0.224
O  -2.527  1.672  0.656  -0.603
C  -1.306  1.273  0.119  -0.259
C  -0.260  2.367  0.076  -0.687
H  -4.133  2.884  0.415  0.143
H  -3.763  1.835  -0.993  0.181
H  -2.763  3.264  -0.668  0.161
H  -0.636  3.306  -0.336  0.190
H  0.586  2.033  -0.532  0.208
H  0.096  2.557  1.096  0.162

Calculated values
Spin multiplicity ... 3
Net charge ... -2
HOMO energy (alpha / beta) ... -0.15 / -0.11 eV

4.
The following is a quantum chemistry calculation of the ion C6H12NO with charge +1, from the Open Molecules 2025 dataset.

Each line ends with the natural charge from an NBO analysis.
CARTESIAN COORDINATES (ANGSTROEM)
C  -1.024  1.730  -0.765  0.070
C  -1.627  0.973  0.223  -0.054
C  -0.299  -0.974  0.214  0.442
C  0.266  -2.350  2.285  -0.622
C  0.924  2.369  -2.106  -0.405
C  0.345  -2.166  0.839  -0.491
N  0.202  1.487  -1.218  -0.547
O  -1.121  -0.163  0.695  -0.317
H  -1.493  2.561  -1.090  0.228
H  -2.631  1.252  0.718  0.248
H  -0.016  -0.960  -0.894  0.189
H  0.820  -3.201  2.419  0.234
H  -0.730  -2.510  2.858  0.245
H  0.836  -1.479  2.788  0.221
H  0.381  2.253  -3.155  0.215
H  0.899  3.326  -1.768  0.209
H  1.904  1.882  -2.264  0.227
H  0.109  -3.007  0.314  0.264
H  1.425  -1.950  0.638  0.260
H  0.831  0.926  -0.733  0.383

Calculated values
Net charge ... +1
Relative energy (zero: lowest compared OMol25 entry of this formula, charge and spin) ... 3.2983 eV
HOMO energy (alpha / beta) ... -12.58 / -12.58 eV

5.
The following is a quantum chemistry calculation of a structure of composition C42H45N6O2P2S3V, from the Open Molecules 2025 dataset.

Each line ends with the Löwdin spin population.
CARTESIAN COORDINATES (ANGSTROEM)
V  0.194  0.365  -0.289  2.704
S  -1.713  -1.771  2.732  0.006
P  -2.285  -0.024  1.964  0.004
C  -1.009  1.020  1.391  0.011
P  -0.283  2.026  2.578  0.013
S  1.700  1.939  2.974  0.012
C  -0.592  3.797  2.103  0.001
C  -1.832  4.165  1.588  0.001
C  -2.118  5.484  1.264  0.000
C  -1.147  6.463  1.430  0.000
C  0.098  6.109  1.930  0.000
C  0.368  4.789  2.272  0.000
C  -0.943  1.991  4.301  0.001
C  -1.614  3.062  4.877  0.000
C  -1.930  3.054  6.232  0.000
C  -1.580  1.972  7.021  0.000
C  -0.922  0.889  6.447  0.000
C  -0.604  0.898  5.102  0.001
C  -3.569  -0.389  0.676  0.001
C  -3.260  -0.499  -0.671  0.006
C  -4.217  -0.831  -1.621  0.001
C  -5.521  -1.083  -1.229  0.001
C  -5.843  -1.023  0.122  0.000
C  -4.880  -0.685  1.059  0.000
C  -3.449  0.811  3.142  -0.001
C  -4.184  1.916  2.719  0.001
C  -5.116  2.519  3.547  0.000
C  -5.341  2.006  4.819  0.000
C  -4.640  0.886  5.238  0.000
C  -3.703  0.290  4.401  0.000
H  -2.574  3.388  1.440  0.001
H  -3.097  5.753  0.886  0.000
H  -1.360  7.492  1.172  0.000
H  0.863  6.865  2.061  0.000
H  1.332  4.510  2.679  0.000
H  -1.896  3.915  4.275  0.000
H  -2.453  3.898  6.664  0.000
H  -1.826  1.966  8.076  0.000
H  -0.655  0.031  7.052  0.000
H  -0.090  0.053  4.662  0.000
H  -2.239  -0.388  -0.994  0.005
H  -3.927  -0.927  -2.660  0.000
H  -6.271  -1.354  -1.961  0.000
H  -6.848  -1.250  0.452  0.000
H  -5.158  -0.673  2.105  0.000
H  -4.064  2.277  1.703  0.000
H  -5.677  3.376  3.196  0.000
H  -6.067  2.471  5.474  0.000
H  -4.817  0.470  6.222  0.000
H  -3.162  -0.594  4.711  0.000
C  1.812  -2.326  -0.827  0.003
C  1.502  -2.068  0.649  0.011
N  1.685  -0.635  0.930  0.011
C  3.058  -0.153  0.689  0.002
C  3.086  1.235  0.041  0.006
N  2.013  1.417  -0.961  0.014
C  2.383  1.004  -2.324  0.006
C  2.437  -0.521  -2.442  0.003
N  1.391  -1.167  -1.648  0.008
H  1.269  -3.210  -1.162  0.000
H  2.876  -2.510  -0.989  0.000
H  2.117  -2.701  1.301  0.001
H  0.455  -2.307  0.857  0.003
H  1.420  -0.414  1.892  0.003
H  3.566  -0.876  0.054  0.000
H  3.612  -0.101  1.630  0.000
H  4.069  1.420  -0.411  0.000
H  2.908  1.968  0.825  0.001
H  1.768  2.402  -0.991  0.005
H  3.356  1.425  -2.605  0.000
H  1.636  1.413  -3.007  0.001
H  3.413  -0.876  -2.102  0.000
H  2.361  -0.799  -3.499  0.000
H  0.613  -1.493  -2.231  0.003
N  -2.823  4.419  -2.010  -0.004
C  -2.242  3.221  -2.359  0.003
C  -1.456  2.530  -1.418  0.044
N  -0.868  1.384  -1.721  0.031
C  -1.041  0.920  -2.982  0.026
C  -1.809  1.615  -3.882  -0.002
N  -2.418  2.770  -3.589  0.028
H  -2.985  4.564  -1.026  0.000
H  -3.589  4.688  -2.608  0.000
H  -1.333  2.880  -0.400  0.005
H  -0.625  -0.048  -3.223  0.002
H  -1.957  1.220  -4.881  -0.001
O  -5.691  -3.477  -7.101  0.000
C  -5.745  -3.967  -5.828  0.000
O  -6.670  -4.673  -5.523  0.000
C  -4.636  -3.588  -4.919  0.001
C  -4.580  -4.191  -3.661  0.000
C  -3.566  -3.906  -2.774  0.001
C  -2.536  -2.999  -3.092  0.002
S  -1.272  -2.638  -1.959  0.008
C  -2.620  -2.380  -4.354  0.001
C  -3.635  -2.670  -5.243  0.000
H  -4.876  -2.974  -7.212  0.000
H  -5.362  -4.892  -3.396  0.000
H  -3.547  -4.371  -1.796  0.000
H  -1.859  -1.657  -4.623  0.000
H  -3.636  -2.131  -6.187  0.000

Calculated values
Spin multiplicity ... 4
Net charge ... -1
Relative energy (zero: lowest compared OMol25 entry of this formula, charge and spin) ... 1.6864 eV
HOMO energy (alpha / beta) ... -3.80 / -4.25 eV